Version i
Computed, not measured: C5H8N4 in the gas phase, with ωB97M-V/def2-TZVPD.

Geometry as ORCA input:
```
! RIJCOSX wB97M-V def2-TZVPD def2/J DEFGRID3
* xyz 0 1
N -3.510 -0.902 0.058
N -2.219 -1.216 0.060
N -2.438 1.022 -0.037
N 0.022 -1.493 -0.056
C 0.583 1.036 -0.019
C -3.693 0.400 -0.040
C 1.387 -1.909 -0.027
C -1.591 -0.064 0.028
C -0.200 -0.212 -0.002
H -0.231 1.921 -0.318
H -4.644 0.932 0.171
H -2.182 1.943 -0.273
H 1.434 -2.764 0.549
H 1.773 -2.013 -1.113
H 1.419 0.967 -0.809
H 2.142 -1.165 0.281
H 1.016 1.300 1.010
*
```

Here are the Mulliken charges for atoms 1 to 4, given in e: -0.56 -0.05 -0.15 -0.27

---

Version ii
Computed, not measured: C5H8N4 in the gas phase, with ωB97M-V/def2-TZVPD.

Geometry as ORCA input:
```
! RIJCOSX wB97M-V def2-TZVPD def2/J DEFGRID3
* xyz 0 1
N 0.386 -0.977 0.669
N 0.311 1.562 0.026
N 1.536 1.100 -0.290
N -0.533 -1.189 -0.193
C 2.214 0.104 -0.311
C -0.882 1.024 0.529
C -1.495 -0.081 0.069
C 1.782 -1.294 0.057
C -2.921 -0.317 -0.380
H 0.173 2.475 -0.300
H -1.651 1.829 1.065
H 2.512 -1.898 0.721
H 1.675 -1.820 -0.830
H -3.550 -0.703 0.568
H 3.329 0.493 -0.565
H -3.692 0.621 -0.673
H -2.884 -1.084 -1.253
*
```

Here are the Mulliken charges for atoms 1 to 4, given in e: -0.27 0.03 -0.45 -0.33

---

Version iii
Computed, not measured: C5H8N4 in the gas phase, with ωB97M-V/def2-TZVPD.

Geometry as ORCA input:
```
! RIJCOSX wB97M-V def2-TZVPD def2/J DEFGRID3
* xyz 0 1
N 0.226 -1.095 -2.171
N -0.297 0.744 2.048
N -0.890 0.044 1.042
N -1.373 0.585 -1.573
C -0.413 -1.257 0.979
C 0.901 1.074 1.721
C 0.121 -0.236 0.042
C 1.362 0.522 0.466
C -0.379 -0.291 -1.375
H -1.779 0.764 -2.447
H 2.328 -0.069 0.610
H -0.220 -1.157 -3.100
H -1.842 0.887 -0.723
H 0.200 -1.540 1.850
H 1.715 1.289 -0.318
H 1.440 1.722 2.429
H -1.100 -1.985 0.518
*
```

Here are the Mulliken charges for atoms 1 to 4, given in e: -0.68 -0.75 -0.21 -0.29

---

Version iv
Computed, not measured: 2 unconnected molecules or ions with the total composition C5H8N4, with ωB97M-V/def2-TZVPD.

Geometry as ORCA input:
```
! RIJCOSX wB97M-V def2-TZVPD def2/J DEFGRID3
* xyz 0 1
N 1.639 1.060 0.823
N 0.456 -0.561 -2.362
N -1.374 -1.556 2.205
N -2.114 0.150 -0.859
C -1.075 -0.446 1.374
C 1.032 0.974 -0.549
C 2.425 1.232 -0.133
C 0.743 -0.369 -1.154
C -1.582 -0.084 0.228
H -1.530 -0.126 -1.718
H 3.371 1.566 -0.438
H 0.970 -1.174 -0.499
H 0.436 1.713 -0.931
H 0.200 0.363 -2.923
H -2.344 -1.700 2.294
H -1.024 -1.326 3.090
H -0.229 0.284 1.553
*
```

Here are the Mulliken charges for atoms 1 to 4, given in e: -0.43 -0.78 -0.54 -0.67

---

Which one is most stable, and which one is least stable? version iii is the most stable of them, while version ii is the least stable.

---

Version i
Computed, not measured: a gas-phase ion, CH2O5P2 (charge -2), with ωB97M-V/def2-TZVPD.

Geometry as ORCA input:
```
! RIJCOSX wB97M-V def2-TZVPD def2/J DEFGRID3
* xyz -2 1
P -0.380 1.605 -0.478
P -2.007 0.163 0.495
O -2.268 -1.190 0.048
O -2.843 1.283 1.085
O -1.610 0.782 -1.129
O 0.931 1.293 -1.075
O -0.625 3.040 -0.395
C -0.528 0.626 1.188
H -0.592 1.354 2.042
H 0.224 -0.117 1.267
*
```

Here are the Mulliken charges for atoms 1 to 4, given in e: 0.88 0.88 -0.81 -0.76

---

Version ii
Computed, not measured: 2 unconnected molecules or ions with the total composition CH2O5P2, with ωB97M-V/def2-TZVPD.

Geometry as ORCA input:
```
! RIJCOSX wB97M-V def2-TZVPD def2/J DEFGRID3
* xyz -2 1
P -1.894 1.077 -1.502
P 1.091 -0.682 0.318
O -3.023 0.271 -0.967
O 1.909 -1.464 -0.641
O -1.619 2.412 -0.908
O -1.361 0.774 -2.855
O -0.174 -0.057 -0.185
C 1.477 -0.926 1.974
H 2.511 -1.206 2.101
H 1.084 -0.198 2.665
*
```

Here are the Mulliken charges for atoms 1 to 4, given in e: 1.12 0.54 -0.71 -0.69

---

Which one is most stable, and which one is least stable? version i is the most stable of them, while version ii is the least stable.